(1)
A structure of composition C50H55AsN11O3Sr, computed with ωB97M-V/def2-TZVPD.

Energy above the lowest of the compared OMol25 structures with the same formula, charge and spin (kcal per mole): 0.0
Max |F| (eV/A): 0.5
LUMO energy (Ha): -0.1054
Gap between HOMO and LUMO (eV): 7.43
Calculated total energy (Ha): -5032.76568

Geometry as ORCA input:
```
! RIJCOSX wB97M-V def2-TZVPD def2/J DEFGRID3
* xyz 1 1
Sr 0.53304 -0.47335 0.01317
C -0.22315 4.24906 -5.85186
C -0.00141 3.05484 -4.96561
C -0.28661 1.77941 -5.37127
C -0.09756 0.66453 -4.51794
C -0.37377 -0.64525 -4.97358
N -0.25500 -1.70144 -4.21811
C -0.36388 -3.09285 -4.64665
C -0.51830 -4.02792 -3.45203
C 0.62429 -3.88808 -2.45093
N 0.56258 -4.95053 -1.45021
C 1.53164 -5.33331 -0.66045
C 2.73470 -4.64509 -0.36368
C 3.89725 -5.39696 -0.06209
C 5.08854 -4.80026 0.25001
C 6.33873 -5.58823 0.52985
C 5.10908 -3.39037 0.31480
C 4.00048 -2.59571 0.12267
C 4.16909 -1.14589 0.26662
N 3.28221 -0.23149 0.19496
C 3.76894 1.15202 0.29164
C 2.76807 2.08801 0.99980
C 2.47184 3.42058 0.29899
N 1.70173 3.43419 -0.94146
C 1.44069 2.33828 -1.51148
C 0.76303 2.18853 -2.80806
C 0.54366 3.23096 -3.67342
C 0.40090 0.86105 -3.19332
O 0.51598 -0.12031 -2.37520
C 2.73469 -3.21781 -0.17920
O 1.66030 -2.56741 -0.18835
H -0.70454 3.96353 -6.78618
H 0.71882 4.74210 -6.09691
H -0.85732 4.98627 -5.35618
H -0.67556 1.60677 -6.37003
H -0.68218 -0.79785 -6.00570
H 0.04104 -1.45791 -3.25584
H 0.53388 -3.35696 -5.21257
H -1.22142 -3.19704 -5.31226
H -0.55563 -5.04817 -3.84135
H -1.46843 -3.83552 -2.94831
H 0.58634 -2.93463 -1.92898
H 1.60119 -3.96135 -2.93970
H -0.30597 -5.47493 -1.40858
H 1.37332 -6.30715 -0.20382
H 3.84262 -6.47935 -0.12053
H 6.17805 -6.65145 0.35964
H 6.66190 -5.46074 1.56427
H 7.16067 -5.26776 -0.11172
H 6.05070 -2.90490 0.55674
H 5.21142 -0.85724 0.45573
H 3.94067 1.50886 -0.72798
H 4.73983 1.18655 0.79725
H 3.15675 2.34173 1.98901
H 1.83023 1.56415 1.20770
H 3.41359 3.93705 0.08400
H 1.94192 4.06788 1.00292
H 1.78634 1.39219 -1.09526
H 0.82226 4.22720 -3.34505
C -0.40569 -1.76302 3.00080
N 0.60063 -0.70222 2.74929
C 1.90716 -1.20688 3.22308
N 1.88170 -1.56860 4.63319
C 0.85303 -2.59673 4.82508
N -0.47131 -2.13369 4.40601
C -0.80811 -0.93606 5.18097
N 0.18054 0.13228 4.99665
C 0.23476 0.46520 3.57970
C 1.49045 -0.38328 5.40335
H -0.14597 -2.64055 2.40161
H -1.38360 -1.39824 2.67742
H 2.65912 -0.42981 3.06531
H 2.18022 -2.08179 2.62608
H 0.81707 -2.86982 5.88053
H 1.12174 -3.48161 4.24434
H -0.85426 -1.19896 6.23854
H -1.78881 -0.57369 4.86685
H 0.97230 1.25670 3.42074
H -0.73859 0.82961 3.24800
H 1.45677 -0.64421 6.46189
H 2.24073 0.39727 5.26034
O -0.95109 1.24699 0.61263
As -2.24026 2.28661 0.59370
C -3.78657 1.31955 1.16107
C -5.00062 1.95026 1.41570
C -6.10853 1.18115 1.73728
C -6.00577 -0.20446 1.78537
C -4.79804 -0.83272 1.51452
C -3.68168 -0.06687 1.20497
C -1.88895 3.78885 1.71891
C -0.87489 4.66537 1.33400
C -0.52668 5.71469 2.16956
C -1.18290 5.88314 3.38311
C -2.18021 4.99997 3.76990
C -2.53342 3.94470 2.94002
C -2.57247 2.89779 -1.18902
C -2.66698 1.91851 -2.17590
C -2.96763 2.28726 -3.47574
C -3.16766 3.62632 -3.79051
C -3.07107 4.59820 -2.80731
C -2.77848 4.23541 -1.49773
H -5.08811 3.02965 1.36077
H -7.05596 1.66140 1.94218
H -6.87604 -0.80013 2.02627
H -4.73225 -1.91435 1.52832
H -2.73911 -0.54484 0.96639
H -0.34915 4.51923 0.39524
H 0.25759 6.40011 1.87605
H -0.90951 6.70360 4.03315
H -2.68187 5.12852 4.71943
H -3.30615 3.24999 3.24693
H -2.50954 0.87333 -1.92638
H -3.05358 1.53102 -4.24483
H -3.40668 3.91021 -4.80726
H -3.23301 5.63940 -3.05313
H -2.72252 4.99430 -0.72800
N -1.29823 -2.18329 -0.45013
C -1.91181 -3.17261 -0.35160
N -2.50195 -4.31705 -0.37877
C -3.73364 -4.36502 0.12477
N -4.80668 -4.43661 0.54833
*
```

These are the Mulliken partial charges, in e, on atoms 1 to 99: 1.9079 -1.8711 0.3965 -0.8205 -0.0949 -0.2778 0.6474 -1.0236 -0.7861 -0.3417 0.1648 -0.7915 0.0743 -0.7270 0.1703 -1.6562 -0.5940 1.1545 -1.2883 0.5628 -1.7200 0.8031 -1.3816 -0.5920 1.1861 -0.1040 0.2079 -0.1537 -0.3920 -0.2343 0.3494 0.3829 0.4398 0.3450 0.3794 0.5599 -0.3793 0.3539 0.5239 0.5210 0.2098 -0.2867 0.6419 0.4169 0.5291 0.4458 0.3850 0.3347 0.3577 0.4893 0.1985 0.3824 0.6869 0.8947 -0.6973 0.4333 0.3492 -0.5297 0.6103 -0.5969 2.1301 -0.7777 0.1634 -0.6699 0.1477 -0.7284 0.1230 -0.9278 -0.7205 -0.0189 -0.0810 0.1096 -0.1399 0.3573 0.3467 0.3476 0.3422 0.0774 0.0837 0.3620 0.3542 0.7286 0.7504 0.1807 -0.5906 -0.8080 -0.7418 -0.6596 0.7302 0.2489 -0.5778 -0.9940 -0.6248 -0.7520 -0.5214 0.5501 -0.3679 -0.5217 -0.7497

(2)
An isolated molecule of C3H2N2O, computed with ωB97M-V/def2-TZVPD.

Energy above the lowest of the compared OMol25 structures with the same formula, charge and spin (kcal per mole): 70.9
Max |F| (eV/A): 7.1
LUMO energy (Ha): -0.0758
Gap between HOMO and LUMO (eV): 8.89
SMILES: O=C1C=NN=C1
Calculated total energy (Ha): -300.11839

Geometry as ORCA input:
```
! RIJCOSX wB97M-V def2-TZVPD def2/J DEFGRID3
* xyz 0 1
C -0.80279 0.06483 -0.06796
C 0.26847 1.17428 -0.12597
C 0.08696 -1.06723 0.16946
H -0.06427 2.21121 -0.07705
H -0.30030 -2.17403 -0.23813
N 1.49909 0.65152 0.26300
N 1.34524 -0.87116 -0.06906
O -2.03239 0.01058 0.14572
*
```

The computed natural (NBO) charges, all in e, follow: 0.4320 -0.0600 -0.0520 0.2273 0.2178 -0.1692 -0.1654 -0.4305

(3)
A cluster of 14 separate species, C78H198N14O25 in total, computed with ωB97M-V/def2-TZVPD.

Energy above the lowest of the compared OMol25 structures with the same formula, charge and spin (kcal per mole): 104.6
Max |F| (eV/A): 3.0
LUMO energy (Ha): 0.0204
Gap between HOMO and LUMO (eV): 8.66
Calculated total energy (Ha): -5737.52046

Geometry as ORCA input:
```
! RIJCOSX wB97M-V def2-TZVPD def2/J DEFGRID3
* xyz 0 1
C -0.72862 5.00584 0.13760
C 0.15942 6.00666 -0.61913
C 0.77179 7.08139 0.37310
O 1.20630 6.46422 1.58647
C 1.78997 7.36958 2.57086
N 1.19234 5.23603 -1.25710
H -1.07615 4.29453 -0.61164
H -1.51041 5.57304 0.64277
H -0.27723 4.47781 0.97756
H -0.43182 6.40181 -1.44520
H -0.00268 7.80711 0.62135
H 1.54675 7.61984 -0.17243
H 2.43969 6.89808 3.30819
H 0.97723 7.77988 3.17019
H 2.30628 8.22243 2.13021
H 1.48510 4.71848 -0.44069
H 0.82705 4.53717 -1.88818
C -0.64011 -6.41670 -3.03571
C 0.48633 -7.36742 -3.53209
C 1.75149 -6.59828 -3.92779
O 1.53196 -5.75500 -5.09663
C 2.71081 -4.97416 -5.32428
N 0.76192 -8.30152 -2.45724
H -1.43623 -6.84765 -2.42861
H -1.04394 -5.75812 -3.80467
H -0.29230 -5.78823 -2.21587
H 0.08841 -7.97231 -4.34687
H 2.51162 -7.37011 -4.04846
H 2.02453 -6.00746 -3.05344
H 2.60352 -4.23652 -6.11957
H 3.65798 -5.50330 -5.42911
H 2.84132 -4.39391 -4.41084
H -0.12447 -8.53456 -2.03284
H 1.03713 -9.14410 -2.94140
C 4.28933 5.46670 -0.14695
C 3.74606 4.08977 0.25600
C 4.92090 3.18890 0.57129
O 5.74594 3.74456 1.57366
C 7.09097 3.18757 1.71505
N 2.89166 4.28379 1.38281
H 5.05199 5.30085 -0.90783
H 4.71424 5.94200 0.73715
H 3.59826 6.23977 -0.48297
H 3.03366 3.68271 -0.46157
H 5.49633 2.99803 -0.33456
H 4.58215 2.24590 1.00037
H 7.07926 2.18687 1.28310
H 7.33068 3.14582 2.77754
H 7.79950 3.74305 1.10061
H 2.35132 5.13636 1.34728
H 3.45704 4.45733 2.20155
C 6.70001 8.45857 3.52293
O 6.74419 7.23069 4.18719
C 5.98606 6.19862 3.57639
C 5.55328 5.27681 4.59143
N 4.65551 4.28143 4.04610
C 4.40441 3.16502 4.90735
C 3.29203 2.23778 4.48493
O 2.98223 1.19032 5.44075
C 2.56758 1.54595 6.71828
H 7.48424 9.13508 3.86264
H 5.72769 8.91116 3.71747
H 6.85265 8.45997 2.44367
H 6.57839 5.75864 2.77410
H 5.08126 6.57566 3.09966
H 5.05938 5.83132 5.38935
H 6.41767 4.77675 5.02832
H 4.99853 3.93671 3.16089
H 4.06165 3.51879 5.87970
H 5.27992 2.57208 5.17192
H 3.40263 1.87799 3.46199
H 2.35675 2.79207 4.40672
H 3.41574 1.96958 7.25612
H 2.15895 0.68041 7.23977
H 1.79251 2.29748 6.56807
C -6.69589 0.96348 0.26779
O -6.68583 -0.46667 0.30441
C -7.92629 -1.04687 -0.25251
C -7.64300 -2.55717 -0.23023
N -6.46225 -2.89934 -0.98057
C -6.69035 -2.81428 -2.44715
C -5.43930 -3.22949 -3.20350
O -5.42448 -4.70047 -3.31557
C -4.13747 -5.12159 -3.76739
H -6.99735 1.47899 -0.64406
H -5.74571 1.41613 0.55125
H -7.45472 1.37038 0.93615
H -8.21427 -0.60681 -1.20724
H -8.79462 -0.96450 0.40120
H -8.45028 -3.16685 -0.63604
H -7.58732 -2.90091 0.80265
H -5.74463 -2.28790 -0.61827
H -6.91756 -1.78073 -2.70839
H -7.51539 -3.43385 -2.79863
H -4.58488 -2.77140 -2.70529
H -5.37430 -2.89646 -4.23934
H -4.03439 -6.19915 -3.89514
H -3.46475 -4.80300 -2.97112
H -3.82639 -4.64433 -4.69666
C -4.47281 -0.13527 3.25933
O -3.78199 1.01418 3.68818
C -3.69494 2.07109 2.76127
C -3.25377 3.42536 3.35993
N -4.24166 3.89979 4.35475
C -4.00801 5.30522 4.66405
C -4.89099 5.72431 5.86671
O -4.48411 4.91387 6.97239
C -5.37242 4.85012 8.11499
H -4.26536 -0.37121 2.21559
H -5.52401 0.15100 3.29316
H -4.39161 -1.00490 3.91143
H -4.67410 2.25682 2.31987
H -2.98341 1.85834 1.96342
H -3.15063 4.09351 2.50493
H -2.27215 3.38247 3.83182
H -4.22961 3.35026 5.20208
H -4.32165 5.89819 3.80492
H -2.97839 5.56635 4.90855
H -5.87786 5.49655 5.46384
H -4.79063 6.79808 6.02498
H -5.57262 5.81931 8.57183
H -4.83992 4.24916 8.85215
H -6.28696 4.29140 7.91613
C -6.74610 0.12229 -8.51009
O -6.07988 0.35022 -7.26048
C -5.05448 -0.59978 -6.89918
C -4.09549 -0.00568 -5.92342
N -4.70030 0.03949 -4.58144
C -3.68698 0.52903 -3.60954
C -4.37284 0.91324 -2.28617
O -3.42725 1.49029 -1.34329
C -2.65625 0.56499 -0.66066
H -7.33158 -0.79565 -8.45808
H -6.04869 0.06333 -9.34570
H -7.47526 0.90739 -8.71017
H -4.54844 -1.04713 -7.75471
H -5.57138 -1.48348 -6.52503
H -3.72903 0.96403 -6.26029
H -3.23387 -0.67052 -5.86248
H -5.49515 0.66237 -4.56340
H -3.23570 1.47138 -3.92005
H -2.89969 -0.22060 -3.52993
H -4.81467 0.01732 -1.85005
H -5.21551 1.56294 -2.52260
H -2.12247 1.13031 0.10327
H -1.88741 0.09224 -1.27180
H -3.29936 -0.17544 -0.18496
C 6.38311 5.02277 -3.30681
O 5.16838 4.34193 -3.28264
C 5.19263 3.16782 -4.04312
C 3.93440 2.37131 -3.49866
N 2.65373 2.81852 -4.04700
C 1.58443 2.14768 -3.35512
C 0.17898 2.46638 -3.97610
O -0.34039 3.72910 -3.48170
C -1.53456 4.13174 -4.09728
H 6.89018 5.28092 -4.23651
H 7.06649 4.43216 -2.69668
H 6.14287 5.92139 -2.73860
H 6.14084 2.66013 -3.86635
H 5.17069 3.40420 -5.10695
H 3.83125 2.52679 -2.42475
H 4.05330 1.31242 -3.72824
H 2.62696 3.82722 -4.00339
H 1.56163 2.48531 -2.31897
H 1.67950 1.06556 -3.26521
H -0.54916 1.67830 -3.78413
H 0.18996 2.60112 -5.05768
H -1.89159 5.11314 -3.78507
H -2.34472 3.43638 -3.87770
H -1.36887 4.09576 -5.17402
C 8.35503 0.34403 4.26657
O 7.73277 -0.31719 3.14137
C 6.34684 0.03818 3.03046
C 5.69582 -0.63933 1.81885
N 6.19964 -0.06478 0.54461
C 5.49813 -0.67855 -0.53667
C 6.20106 -0.19714 -1.91567
O 5.35209 -0.32476 -3.09194
C 5.19282 -1.72070 -3.49792
H 7.96779 -0.08239 5.19194
H 8.38406 1.43142 4.19702
H 9.40258 0.04306 4.25415
H 6.23719 1.12175 2.98631
H 5.85023 -0.30510 3.93801
H 4.64397 -0.35364 1.82836
H 5.79250 -1.72152 1.90612
H 7.19682 -0.22457 0.53070
H 4.44776 -0.39189 -0.48522
H 5.52733 -1.76795 -0.55834
H 7.16899 -0.68608 -2.02597
H 6.30390 0.88128 -1.79515
H 4.66508 -1.72953 -4.45161
H 4.66579 -2.29984 -2.73967
H 6.17701 -2.16845 -3.63565
C -0.14441 -2.30301 5.27089
O -0.91645 -1.17436 5.47210
C -1.28228 -1.03695 6.84349
C -2.01238 0.35614 7.02554
N -1.05877 1.47521 6.88900
C -1.76489 2.76460 6.78497
C -0.77775 3.96751 6.49387
O -0.03959 3.69609 5.30114
C 0.80903 4.77516 4.97284
H 0.86451 -2.10763 5.63420
H 0.02308 -2.45209 4.20421
H -0.52663 -3.27635 5.57849
H -0.37586 -1.08318 7.44711
H -1.96681 -1.83245 7.13796
H -2.46258 0.32111 8.01761
H -2.73358 0.44540 6.21313
H -0.53596 1.26195 6.05157
H -2.43138 2.94077 7.62927
H -2.38939 2.78777 5.89190
H -0.01525 4.12075 7.25755
H -1.38240 4.86184 6.34333
H 0.97899 4.76491 3.89622
H 1.74087 4.55204 5.49245
H 0.40519 5.75386 5.23197
C -1.62545 -2.46866 1.38913
O -1.64475 -3.78257 1.94470
C -1.87406 -4.87576 1.06323
C -3.29377 -5.01960 0.52325
N -4.43315 -5.18570 1.41725
C -4.71282 -3.98319 2.18165
C -6.03937 -4.08394 2.89972
O -6.45985 -2.77220 3.28498
C -7.69622 -2.83383 4.03386
H -2.55126 -2.32954 0.83090
H -0.82235 -2.31183 0.66904
H -1.49131 -1.62967 2.07191
H -1.65525 -5.76253 1.65809
H -1.21966 -4.86148 0.19164
H -3.15575 -5.86396 -0.15210
H -3.51457 -4.17265 -0.12638
H -5.24738 -5.28338 0.82769
H -4.77783 -3.17610 1.45195
H -3.85260 -3.80811 2.82778
H -6.02639 -4.76397 3.75147
H -6.75546 -4.52330 2.20526
H -8.57351 -2.75651 3.39161
H -7.75569 -1.97006 4.69604
H -7.74126 -3.64752 4.75772
C -2.17304 -6.75535 -6.69183
O -2.33865 -5.33020 -6.77609
C -1.08573 -4.67469 -6.89570
C -1.41889 -3.21039 -6.96982
N -2.02153 -2.78127 -8.16333
C -1.13295 -2.95324 -9.30418
C -1.93303 -2.61860 -10.54464
O -2.94601 -3.62075 -10.86861
C -3.83745 -3.17470 -11.83848
H -1.64334 -7.06461 -5.79079
H -1.62522 -7.17259 -7.53676
H -3.15448 -7.22822 -6.72751
H -0.40615 -5.01573 -7.67670
H -0.51689 -4.75557 -5.96942
H -0.64785 -2.51756 -6.63281
H -2.20202 -3.04707 -6.22947
H -2.82649 -3.38232 -8.26769
H -0.78850 -3.96903 -9.49811
H -0.23397 -2.34414 -9.20972
H -1.33871 -2.32634 -11.41036
H -2.53489 -1.73800 -10.32015
H -3.29218 -2.61055 -12.59512
H -4.59909 -2.57562 -11.33936
H -4.38480 -4.00708 -12.28082
C 5.05525 -6.39629 5.79708
O 4.32808 -5.66287 4.91277
C 4.30724 -4.25728 5.21793
C 3.33958 -3.62676 4.23339
N 3.86086 -3.58413 2.90125
C 2.87047 -3.06647 1.95705
C 1.93228 -4.12218 1.34028
O 2.75851 -5.06851 0.71451
C 1.93741 -6.07052 0.04118
H 5.01232 -7.40802 5.39376
H 4.66225 -6.28109 6.80721
H 6.07093 -6.02272 5.92721
H 5.26508 -3.75050 5.33548
H 3.83992 -4.21733 6.20187
H 3.06209 -2.64414 4.61492
H 2.41209 -4.19874 4.26011
H 4.03479 -4.53062 2.59466
H 3.40303 -2.52891 1.17251
H 2.24539 -2.31671 2.44206
H 1.27958 -3.74557 0.55271
H 1.26391 -4.59355 2.06083
H 1.39904 -6.74174 0.71030
H 2.55108 -6.70466 -0.59864
H 1.18589 -5.57575 -0.57407
C -1.13016 -2.48499 -3.47464
O -0.20425 -2.07987 -2.46394
C 1.08176 -1.66699 -2.87827
C 1.88192 -1.14896 -1.71210
N 1.18795 -0.06220 -1.02351
C 1.96043 0.46451 0.09041
C 1.16180 1.54665 0.91655
O 0.03493 0.86450 1.36379
C -0.24254 1.21022 2.72448
H -2.14490 -2.71751 -3.15163
H -0.81624 -3.38513 -4.00313
H -1.03793 -1.69857 -4.22373
H 1.05335 -0.92291 -3.67429
H 1.63925 -2.52432 -3.25548
H 2.87466 -0.83154 -2.03118
H 2.11178 -1.87231 -0.92977
H 0.26247 -0.32888 -0.71944
H 2.86655 0.88404 -0.34666
H 2.29505 -0.30258 0.78878
H 0.85278 2.41839 0.33978
H 1.82750 1.83412 1.73037
H -1.23577 0.92665 3.07259
H -0.21617 2.28272 2.91721
H 0.45046 0.67976 3.37753
*
```

These are the Mulliken partial charges, in e, on atoms 1 to 99: -0.6839 0.0341 -1.5245 -0.0869 -1.0019 0.0128 0.1714 0.6537 -0.1890 0.6209 0.5355 0.5259 0.2053 0.3160 0.3493 -1.0660 0.5986 -0.0417 0.4699 -0.9749 -0.1766 -0.6620 -0.6308 0.7739 -0.4392 -0.6238 0.5205 0.2994 0.3075 0.3234 0.4349 0.0159 0.2452 0.2914 -1.4070 1.0361 0.1060 -0.4163 -0.7397 1.9381 -0.0361 0.2045 0.1145 0.3448 0.9558 -0.6018 0.1910 0.1896 0.3565 -0.8468 -0.9467 -0.7768 -0.4366 0.3865 -1.1299 1.4449 -1.3805 2.6941 -0.1838 -0.8538 0.3232 0.2795 0.2996 -0.0085 0.0014 0.2532 0.2954 -0.3624 0.7888 0.0652 -0.8710 -1.3930 0.3018 0.2565 0.2572 -0.8512 0.2103 -0.7748 -0.4446 0.2423 -1.0570 0.9568 -0.5952 0.0620 0.3809 -0.0716 0.3771 0.4328 0.4315 0.5749 -0.2666 -0.2505 0.3570 0.4657 -0.5016 0.0881 0.3847 -0.1910 0.0299